The following is a quantum chemistry calculation of a molecular structure, C30H32Br2N10O3PPt at a distorted geometry, from the Open Molecules 2025 dataset.

Each line ends with the Mulliken charge.
Atoms and positions in Å:
Pt 0.109 0.084 0.992  4.53
C 1.537 -4.863 -1.529  -0.80
N 1.118 -3.491 -1.409  0.15
C 0.793 -2.666 -2.431  -0.67
C 0.429 -1.464 -1.871  -0.55
N 0.536 -1.562 -0.530  0.22
C 0.961 -2.796 -0.260  -0.05
P 1.334 -3.468 1.405  -0.31
C 2.372 -2.041 1.918  -0.16
N 2.068 -0.746 1.822  -0.10
C 3.150 -0.052 2.240  -0.80
C 4.130 -0.940 2.601  -0.69
N 3.626 -2.182 2.404  0.08
C 4.338 -3.412 2.631  -0.84
C -0.248 -2.928 2.161  -0.11
N -0.859 -1.753 2.012  0.23
C -2.042 -1.837 2.663  -0.71
C -2.148 -3.085 3.217  -0.69
N -1.021 -3.759 2.892  0.15
C -0.727 -5.121 3.256  -0.79
H 1.382 -5.203 -2.551  0.33
H 2.594 -4.974 -1.286  0.33
H 0.954 -5.499 -0.864  0.34
H 0.840 -2.960 -3.461  0.47
H 0.137 -0.553 -2.352  0.55
H 3.172 1.018 2.268  0.51
H 5.122 -0.770 2.971  0.53
H 5.056 -3.269 3.438  0.34
H 3.646 -4.206 2.911  0.37
H 4.884 -3.710 1.734  0.33
H -2.751 -1.035 2.676  0.59
H -2.941 -3.515 3.794  0.50
H -1.487 -5.464 3.954  0.34
H -0.748 -5.765 2.376  0.33
H 0.251 -5.192 3.734  0.33
Br -2.766 2.280 6.937  -0.04
C -1.894 1.806 5.318  -0.74
C -0.626 1.229 5.348  -0.65
C -0.055 0.850 4.144  -0.65
N -0.662 1.009 2.978  0.54
C -1.868 1.589 2.926  0.50
C -2.520 1.996 4.088  -0.78
C -2.485 1.731 1.592  0.73
C -3.568 2.575 1.356  -0.82
C -4.135 2.610 0.085  -0.43
Br -5.656 3.710 -0.241  -0.02
C -3.584 1.828 -0.929  -0.83
C -2.484 1.047 -0.615  -0.23
N -1.956 0.997 0.600  -0.14
H -0.108 1.081 6.282  0.54
H 0.928 0.400 4.117  0.42
H -3.504 2.436 4.045  0.64
H -3.971 3.206 2.131  0.56
H -4.004 1.817 -1.922  0.52
H -2.014 0.433 -1.371  0.38
C -0.935 5.128 0.992  -0.87
C 0.433 5.639 1.431  -1.43
C 1.603 4.693 1.089  2.34
C 2.924 5.196 1.682  -1.34
C 4.148 4.377 1.312  -0.98
C 1.727 4.629 -0.436  -0.26
O 2.079 5.582 -1.061  -0.53
N 1.372 3.441 -1.047  0.09
C 0.995 2.315 -0.386  -0.01
O 0.630 1.296 -0.983  -0.74
N 0.992 2.286 0.953  0.35
C 1.250 3.316 1.762  -0.91
O 1.182 3.271 2.963  -0.58
H -1.691 5.843 1.309  0.58
H -1.157 4.163 1.450  0.02
H -1.000 5.026 -0.090  0.29
H 0.426 5.814 2.508  0.46
H 0.630 6.596 0.942  0.52
H 2.830 5.272 2.769  0.53
H 3.080 6.218 1.316  0.46
H 4.070 3.351 1.672  0.04
H 5.028 4.822 1.768  0.51
H 4.302 4.350 0.233  0.33
H 1.405 3.423 -2.064  0.32

- relative energy (zero: lowest compared OMol25 entry of this formula, charge and spin) (kJ/mol) = 385.2
- E_HOMO (spin up / spin down) (eV) = -16.86 / -16.67
- Kohn-Sham gap (spin up / spin down) (hartree) = 0.2214 / 0.1932
- F_max (eV/A) = 5.5
- total charge = +3
- LUMO (spin up / spin down) (eV) = -10.837 / -11.417
- multiplicity = 1

---

The following is a quantum chemistry calculation of C2HClO4 in the gas phase at a distorted geometry, from the Open Molecules 2025 dataset.

Each line ends with the Mulliken charge.
Atoms and positions in Å:
C 1.011 0.544 0.335  0.36
C -0.267 -0.247 -0.090  0.74
O 1.635 0.613 1.336  -0.43
O 1.257 1.138 -0.819  -0.18
O -0.206 0.204 -1.381  -0.24
O -1.398 -0.003 0.592  -0.43
Cl 0.153 -2.035 -0.040  -0.18
H -2.185 -0.213 0.067  0.36

- relative energy (zero: lowest compared OMol25 entry of this formula, charge and spin) (kJ/mol) = 519.2
- E_HOMO (spin up / spin down) (eV) = -11.41 / -11.52
- Kohn-Sham gap (spin up / spin down) (hartree) = 0.2993 / 0.3008
- F_max (eV/A) = 2.4
- LUMO (spin up / spin down) (eV) = -3.266 / -3.337
- multiplicity = 1

---

The following is a quantum chemistry calculation of 10 unconnected molecules or ions with the total composition C22H64O10 at a distorted geometry, from the Open Molecules 2025 dataset.

Each line ends with the Mulliken spin population.
Atoms and positions in Å:
C 2.692 5.342 2.393  0.00
C 2.069 4.675 1.137  0.00
C 2.690 3.300 1.076  0.01
O 0.703 4.415 1.381  0.04
H 3.773 5.208 2.372  0.00
H 2.328 4.832 3.285  0.00
H 2.519 6.413 2.498  0.00
H 2.164 5.040 0.114  0.00
H 3.688 3.637 0.797  0.00
H 2.401 2.740 0.187  0.00
H 2.690 2.678 1.972  0.00
H 0.571 4.432 2.332  0.00
C -1.795 1.140 -5.539  0.00
C -2.079 0.558 -4.138  0.00
C -3.279 1.259 -3.549  0.00
O -2.204 -0.879 -4.284  0.00
H -2.305 2.072 -5.783  0.00
H -1.962 0.503 -6.407  0.00
H -0.762 1.485 -5.597  0.00
H -1.225 0.767 -3.494  0.00
H -4.204 0.816 -3.919  0.00
H -3.313 2.322 -3.787  0.00
H -3.256 1.179 -2.462  0.00
H -2.663 -1.236 -3.520  0.00
C -1.062 4.541 -3.525  0.00
C -0.543 4.512 -2.058  0.00
C -1.725 4.511 -1.061  0.00
O 0.120 3.313 -1.847  0.00
H -1.540 5.495 -3.744  0.00
H -1.750 3.712 -3.689  0.00
H -0.223 4.350 -4.194  0.00
H 0.087 5.378 -1.855  0.00
H -1.488 5.159 -0.217  0.00
H -1.870 3.594 -0.489  0.00
H -2.695 4.711 -1.517  0.00
H 0.073 3.163 -0.900  0.00
C 0.917 0.133 -0.354  0.06
C 0.805 -0.989 0.668  0.00
C 1.557 -0.577 1.912  0.01
O -0.574 -1.332 0.977  0.39
H 1.945 0.076 -0.712  0.00
H 0.653 1.102 0.070  -0.02
H 0.277 -0.046 -1.218  0.01
H 1.300 -1.896 0.320  0.06
H 1.234 0.387 2.304  0.01
H 2.574 -0.362 1.585  0.00
H 1.576 -1.226 2.787  0.00
H -0.971 -1.697 0.184  -0.01
C -0.733 -5.811 4.111  0.00
C 0.490 -5.586 5.012  0.00
C 0.837 -4.137 5.386  0.00
O 0.289 -6.377 6.130  0.00
H -0.708 -5.051 3.331  0.00
H -1.634 -5.562 4.672  0.00
H -0.841 -6.805 3.677  0.00
H 1.268 -6.128 4.475  0.00
H 0.171 -3.646 6.096  0.00
H 0.834 -3.540 4.474  0.00
H 1.837 -4.054 5.811  0.00
H 1.139 -6.417 6.573  0.00
C -1.566 -5.796 -2.038  0.00
C -2.374 -5.426 -0.791  0.00
C -1.775 -4.720 0.373  0.00
O -3.625 -4.715 -1.082  0.00
H -0.733 -6.423 -1.724  0.00
H -1.198 -4.837 -2.405  0.00
H -2.192 -6.167 -2.850  0.00
H -2.648 -6.367 -0.314  0.00
H -0.861 -5.188 0.739  0.00
H -2.477 -4.567 1.192  0.00
H -1.329 -3.804 -0.012  0.00
H -3.955 -5.156 -1.869  0.00
C 5.185 0.436 0.926  0.00
O 6.538 0.534 0.992  0.00
H 4.907 -0.604 0.759  0.00
H 4.833 0.556 1.951  0.00
H 4.788 1.017 0.093  0.00
H 6.807 1.373 1.374  0.00
C -1.547 1.096 2.778  0.14
O -2.107 2.374 2.699  0.25
H -0.837 0.828 3.561  0.00
H -2.328 0.337 2.735  0.03
H -1.035 0.813 1.859  0.01
H -2.772 2.269 2.015  -0.01
C -3.768 -1.558 -0.788  0.00
O -2.730 -2.187 -1.432  0.00
H -3.554 -0.646 -0.231  0.00
H -4.512 -1.480 -1.581  0.00
H -4.187 -2.182 0.002  0.00
H -2.821 -3.128 -1.262  0.00
C 3.549 2.801 -2.824  0.00
O 4.326 3.821 -2.313  0.00
H 3.117 3.223 -3.732  0.00
H 4.181 1.957 -3.099  0.00
H 2.776 2.423 -2.155  0.00
H 5.061 3.496 -1.787  0.00

- relative energy (zero: lowest compared OMol25 entry of this formula, charge and spin) (kJ/mol) = 285.8
- E_HOMO (spin up / spin down) (eV) = -11.96 / -11.95
- Kohn-Sham gap (spin up / spin down) (hartree) = 0.3465 / 0.0910
- F_max (eV/A) = 2.8
- total charge = +1
- LUMO (spin up / spin down) (eV) = -2.527 / -9.476
- multiplicity = 2
- expectation value of S² = 0.757

---

The following is a quantum chemistry calculation of a molecular structure, C40H36N4OP3S3W, from the Open Molecules 2025 dataset.

Each line ends with the Mulliken spin population.
Atoms and positions in Å:
W 0.612 -0.560 -0.175  1.13
N -1.265 1.940 0.499  -0.01
P 0.407 1.921 0.488  0.02
C 0.909 2.423 2.136  -0.02
C 1.293 3.739 2.386  0.00
C 1.620 4.132 3.677  0.00
C 1.561 3.215 4.717  0.00
C 1.172 1.902 4.471  0.00
C 0.849 1.504 3.184  0.02
C 0.948 3.173 -0.673  -0.01
C 0.047 4.146 -1.102  0.00
C 0.471 5.159 -1.952  0.00
C 1.790 5.202 -2.378  0.00
C 2.690 4.227 -1.965  0.00
C 2.269 3.216 -1.118  0.01
P -1.752 0.375 0.141  -0.04
C -2.960 0.503 -1.181  0.01
C -4.187 1.075 -0.834  0.00
C -5.145 1.308 -1.808  0.00
C -4.890 0.964 -3.129  0.00
C -3.676 0.388 -3.477  0.00
C -2.712 0.161 -2.508  0.00
C -2.647 -0.236 1.575  -0.01
C -2.388 0.291 2.839  0.00
C -3.052 -0.211 3.951  0.00
C -3.971 -1.239 3.803  0.00
C -4.241 -1.761 2.543  0.00
C -3.585 -1.262 1.430  0.00
H -1.847 2.700 0.831  0.00
H 1.354 4.460 1.580  0.00
H 1.920 5.153 3.869  0.00
H 1.819 3.522 5.721  0.00
H 1.130 1.190 5.284  0.00
H 0.560 0.474 3.003  -0.02
H -0.990 4.118 -0.797  0.00
H -0.231 5.911 -2.283  0.00
H 2.118 5.993 -3.038  0.00
H 3.716 4.255 -2.306  0.00
H 2.979 2.461 -0.811  0.00
H -4.411 1.335 0.194  0.00
H -6.094 1.748 -1.533  0.00
H -5.643 1.140 -3.885  0.00
H -3.483 0.111 -4.504  0.00
H -1.776 -0.297 -2.799  0.00
H -1.685 1.102 2.965  0.00
H -2.861 0.211 4.928  0.00
H -4.495 -1.624 4.668  0.00
H -4.976 -2.546 2.426  0.00
H -3.813 -1.654 0.447  0.00
O 0.309 -1.473 1.604  0.03
N -0.314 -2.671 1.708  0.01
C -0.204 -3.293 2.906  0.00
C -0.823 -4.491 3.109  0.00
C -1.565 -5.049 2.062  0.00
C -1.666 -4.386 0.864  0.00
C -1.029 -3.155 0.680  0.01
S -1.181 -2.229 -0.767  -0.03
H 0.396 -2.766 3.631  0.00
H -0.725 -4.982 4.066  0.00
H -2.058 -6.002 2.194  0.00
H -2.234 -4.794 0.040  0.00
S 0.810 0.172 -2.321  -0.09
C 1.023 -1.290 -3.256  0.03
C 0.762 -1.234 -4.628  -0.01
C 0.929 -2.362 -5.405  0.00
C 0.631 -2.304 -6.812  0.00
N 0.382 -2.261 -7.931  0.00
C 1.381 -3.552 -4.805  0.00
C 1.653 -3.602 -3.452  0.01
C 1.471 -2.470 -2.649  0.01
S 1.867 -2.531 -0.954  -0.03
C 1.562 -4.738 -5.602  0.00
N 1.716 -5.691 -6.221  0.00
H 0.424 -0.313 -5.085  0.00
H 2.001 -4.529 -3.017  0.00
C 3.619 -1.664 1.651  0.00
P 3.109 -0.279 0.601  -0.03
C 3.752 1.131 1.553  0.00
C 4.228 -0.274 -0.827  0.01
H 4.660 -1.498 1.935  0.00
H 3.538 -2.620 1.141  0.00
H 3.004 -1.675 2.550  0.00
H 4.839 1.070 1.481  0.00
H 3.462 1.053 2.599  0.00
H 3.430 2.101 1.186  0.00
H 5.255 -0.234 -0.462  0.00
H 4.040 0.600 -1.449  0.00
H 4.085 -1.171 -1.420  0.00

- relative energy (zero: lowest compared OMol25 entry of this formula, charge and spin) (kJ/mol) = 0.0
- E_HOMO (spin up / spin down) (eV) = -13.26 / -13.25
- Kohn-Sham gap (spin up / spin down) (hartree) = 0.2284 / 0.2297
- F_max (eV/A) = 0.4
- total charge = +2
- LUMO (spin up / spin down) (eV) = -7.047 / -6.996
- multiplicity = 2
- expectation value of S² = 0.774

---

Q: Which of these has the highest relative energy (zero: lowest compared OMol25 entry of this formula, charge and spin)?
A: C2HClO4

---

Q: The lowest F_max belongs to which entry?
A: C40H36N4OP3S3W

---

Q: Number 2 is which compound?
A: C2HClO4